1.
C34H65Br18ClO4S | wB97M-V/def2-TZVPD

E_HOMO	-0.239	Eh
net charge	0
frontier orbital gap	6.7	eV
structure (SMILES)	CCOCCO[C@](S)(Cl)OC(=O)CC[C@@H](C)CCC=C(C)C.BrCCBr.BrCCBr.BrCCBr.BrCCBr.BrCCBr.BrCCBr.BrCCBr.BrCCBr.BrCCBr

Atoms and positions in Å:
C1 1.88116 -1.24433 -0.93643
C2 1.15436 0.12454 -1.39007
O1 2.12950 1.18985 -1.22066
C3 1.66200 2.43121 -1.83347
C4 1.13705 3.41874 -0.67221
O2 0.29448 2.67388 0.24647
C5 -1.10705 3.03148 0.09308
S1 -2.04027 1.61339 0.91640
Cl1 -1.66623 3.02383 -1.65909
O3 -1.26012 4.29287 0.76931
C6 -2.62584 4.69593 0.91435
O4 -3.30430 4.41198 1.94048
C7 -3.35772 5.59816 -0.18859
C8 -4.95283 5.46443 -0.20386
C9 -5.53935 4.44313 -1.29226
C10 -5.08733 4.74018 -2.80520
C11 -5.30200 2.88040 -0.91500
C12 -6.32757 2.33331 0.20703
C13 -7.15672 1.10600 -0.44083
C14 -6.48014 -0.19382 -0.43104
C15 -6.47859 -1.15179 0.86842
C16 -5.65128 -0.74916 -1.69857
H1 1.21414 -1.90264 -0.27859
H2 2.85353 -1.06574 -0.35615
H3 2.08962 -1.82883 -1.91388
H4 0.76294 0.01352 -2.45766
H5 0.28865 0.28273 -0.63728
H6 2.54677 2.87166 -2.41774
H7 0.85477 2.15356 -2.59894
H8 2.08239 3.71272 -0.07384
H9 0.69465 4.39684 -1.05439
H10 -1.31763 1.42197 2.08335
H11 -2.87909 5.47908 -1.23341
H12 -3.12739 6.69487 0.10544
H13 -5.36142 6.50957 -0.49175
H14 -5.42889 5.21411 0.80291
H15 -6.68910 4.57774 -1.27111
H16 -5.43910 3.84553 -3.44370
H17 -5.65224 5.65865 -3.22183
H18 -3.96176 4.83622 -2.95843
H19 -5.53596 2.30471 -1.89182
H20 -4.21756 2.64705 -0.65038
H21 -7.02667 3.12915 0.62943
H22 -5.67946 1.92551 1.06606
H23 -8.19163 1.26202 -0.90063
H24 -7.03061 -2.10312 0.56954
H25 -6.90796 -0.62680 1.78333
H26 -5.36982 -1.45106 1.02980
H27 -6.24197 -0.68017 -2.67442
H28 -5.34706 -1.84280 -1.49979
H29 -4.67022 -0.14883 -1.81172
Br1 5.65314 3.95579 1.55043
C17 5.24467 5.85955 1.63660
C18 3.84450 6.14084 1.15127
Br2 3.74273 6.06882 -0.79400
H30 6.01244 6.37633 1.06103
H31 5.34631 6.12477 2.69021
H32 3.54286 7.15600 1.41388
H33 3.10550 5.43674 1.53469
Br3 0.04874 -2.58426 2.59732
C19 -0.98798 -3.88410 1.57999
C20 -1.42111 -3.31806 0.25064
Br4 -2.91751 -2.08613 0.45901
H34 -1.82243 -4.18987 2.21091
H35 -0.31694 -4.73268 1.43584
H36 -1.79399 -4.10960 -0.40136
H37 -0.63005 -2.77270 -0.26394
Br5 5.38592 -1.64892 0.09095
C21 5.87447 -0.77752 -1.58285
C22 5.47697 -1.61478 -2.77301
Br6 6.70652 -3.10439 -3.03191
H38 6.94441 -0.57553 -1.53503
H39 5.32986 0.16865 -1.58018
H40 5.54046 -1.03031 -3.69221
H41 4.47700 -2.03991 -2.68673
Br7 -9.05436 6.25103 -1.62669
C23 -9.72520 5.35499 -0.03014
C24 -9.31639 6.08903 1.22250
Br8 -7.44553 5.75390 1.65704
H42 -9.36312 4.32712 -0.06614
H43 -10.81113 5.35666 -0.13915
H44 -9.87810 5.72288 2.08336
H45 -9.43787 7.16976 1.14856
Br9 3.42965 -5.92444 0.26264
C25 4.99132 -6.13409 1.41140
C26 6.22747 -5.56061 0.76576
Br10 6.91982 -6.74738 -0.61688
H46 5.07753 -7.19633 1.64020
H47 4.74729 -5.58868 2.32468
H48 7.03607 -5.47255 1.49349
H49 6.05942 -4.59037 0.29679
Br11 9.83402 -3.30637 2.37784
C27 10.79020 -4.93667 2.85359
C28 10.18517 -6.14113 2.17754
Br12 8.53481 -6.68934 3.05782
H50 10.78384 -5.00356 3.94194
H51 11.81350 -4.77670 2.51005
H52 10.84982 -7.00262 2.25844
H53 9.94448 -5.97163 1.12756
Br13 8.87623 -4.75529 7.10387
C29 7.90252 -3.07636 6.92171
C30 8.23056 -2.39265 5.61786
Br14 9.97580 -1.52847 5.69151
H54 8.14170 -2.47307 7.79727
H55 6.84781 -3.35458 6.95468
H56 7.52292 -1.58643 5.41762
H57 8.24884 -3.07341 4.76640
Br15 -11.46965 1.81616 -0.69014
C31 -12.32224 2.33712 -2.36397
C32 -12.68603 3.80126 -2.36195
Br16 -14.28041 4.13343 -1.29083
H58 -13.18022 1.67926 -2.50147
H59 -11.58146 2.12726 -3.13735
H60 -12.94547 4.13419 -3.36804
H61 -11.89761 4.44062 -1.96498
Br17 8.23202 -9.19637 -5.96949
C33 7.51829 -10.08225 -4.38690
C34 7.89575 -9.34240 -3.12767
Br18 9.75383 -9.67653 -2.64112
H62 7.87962 -11.11027 -4.40760
H63 6.43568 -10.07925 -4.52384
H64 7.31128 -9.70324 -2.27974
H65 7.77793 -8.26178 -3.21023


2.
C34H65BrF3N8O10 | wB97M-V/def2-TZVPD

E_HOMO	-0.396	Eh
net charge	+1
frontier orbital gap	5.7	eV

Atoms and positions in Å:
C1 5.34590 1.48156 1.30969
C2 4.86393 2.79410 2.09986
O1 3.52166 3.17739 1.68999
C3 3.51662 3.65173 0.31344
C4 2.16850 4.51589 0.11461
C5 0.84476 3.58978 0.31844
C6 -0.41635 4.59109 0.37879
C7 -1.62828 4.11229 1.31757
C8 -2.55880 2.95444 0.72216
C9 -4.10417 3.12285 1.13141
C10 -4.17596 3.58405 2.79459
C11 -3.46853 2.47346 3.84563
O2 -5.05065 2.71589 3.67733
C12 -2.65929 3.01195 -0.90919
N1 -2.33035 1.90170 -1.56099
C13 -1.96774 0.74632 -0.64358
Br1 -0.30490 -0.11610 -1.28426
C14 -3.11099 -0.32903 -1.09359
F1 -2.94635 -1.60821 -0.52595
F2 -4.43405 0.19676 -0.97188
F3 -2.91143 -0.51107 -2.51747
C15 -2.05263 1.40297 0.81320
O3 -0.92273 1.40152 1.69737
O4 -2.95141 0.45190 1.51174
C16 -2.15338 -0.49450 2.24982
N2 -1.59632 -1.55170 2.48272
H1 6.44424 1.29447 1.61550
H2 5.32135 1.56874 0.17083
H3 4.70525 0.56588 1.59452
H4 4.81372 2.54107 3.21773
H5 5.55774 3.70651 1.95627
H6 3.44043 2.75715 -0.41734
H7 4.40660 4.33475 0.06678
H8 2.06737 4.99000 -0.92281
H9 2.16823 5.37297 0.89809
H10 0.95612 3.15386 1.39000
H11 0.75737 2.75114 -0.45620
H12 -0.01474 5.56992 0.85885
H13 -0.72957 4.90402 -0.69041
H14 -2.30772 5.04598 1.45160
H15 -1.22218 3.88874 2.37191
H16 -4.75139 2.19012 1.02974
H17 -4.56549 4.01290 0.57903
H18 -4.04649 4.75292 3.05582
H19 -3.68105 1.36177 3.73677
H20 -3.13061 3.02419 4.78858
H21 -2.96559 4.03008 -1.33357
H22 -2.35616 1.93758 -2.59124
H23 -0.07186 1.20824 1.23853
C17 4.51585 -0.71528 -2.21733
O5 4.31924 0.29159 -1.55542
N3 3.77089 -1.10932 -3.28851
C18 4.06397 -2.32310 -4.03005
C19 2.65213 -0.28932 -3.69765
H24 5.34237 -1.40592 -1.98734
H25 4.26972 -2.06307 -5.07069
H26 3.19505 -2.98521 -3.98318
H27 4.92997 -2.83830 -3.61173
H28 3.01493 0.71115 -3.94774
H29 1.94710 -0.20861 -2.86553
H30 2.15123 -0.72528 -4.56322
C20 0.11081 2.53196 5.86445
O6 -0.70039 3.43754 5.74825
N4 -0.14172 1.31393 6.42024
C21 0.87852 0.28781 6.52200
C22 -1.47078 1.03403 6.92592
H31 1.14973 2.63934 5.51338
H32 0.54610 -0.59818 5.97331
H33 1.02268 0.03447 7.57303
H34 1.82525 0.63331 6.10450
H35 -2.19248 1.13287 6.11084
H36 -1.71882 1.76142 7.70301
H37 -1.51951 0.02556 7.33853
C23 -1.58601 -5.88205 -3.64324
O7 -0.98144 -5.41689 -4.59185
N5 -1.94651 -5.18914 -2.52262
C24 -2.66734 -5.81173 -1.43050
C25 -1.59647 -3.78746 -2.42419
H38 -1.89892 -6.93809 -3.61871
H39 -3.61877 -5.29177 -1.28990
H40 -2.06946 -5.73287 -0.51876
H41 -2.86276 -6.86442 -1.64006
H42 -2.05147 -3.24627 -3.25843
H43 -0.50968 -3.68523 -2.49097
H44 -1.94664 -3.36966 -1.48164
C26 -7.95617 -2.57080 -3.70109
O8 -8.93484 -2.76996 -4.39271
N6 -7.40513 -1.34550 -3.44802
C27 -6.23481 -1.18746 -2.61118
C28 -8.01212 -0.16784 -4.03626
H45 -7.41944 -3.39719 -3.20717
H46 -6.48862 -0.54598 -1.76392
H47 -5.43902 -0.72127 -3.19843
H48 -5.88648 -2.15244 -2.23815
H49 -9.04874 -0.09256 -3.69841
H50 -8.00531 -0.26721 -5.12465
H51 -7.46554 0.73104 -3.74640
C29 3.69802 -3.86112 -7.53229
O9 4.40134 -3.18887 -6.79710
N7 2.56646 -3.42441 -8.15617
C30 1.78161 -4.28618 -9.01753
C31 2.13540 -2.05643 -7.95158
H52 3.93564 -4.91334 -7.75484
H53 1.74300 -3.84855 -10.01841
H54 0.76905 -4.36559 -8.61378
H55 2.22103 -5.28283 -9.07967
H56 2.92633 -1.37830 -8.28257
H57 1.95744 -1.89289 -6.88529
H58 1.22110 -1.85459 -8.51122
C32 4.22715 0.29799 8.29585
O10 3.04880 0.07718 8.51341
N8 5.04149 -0.46942 7.51458
C33 6.43686 -0.14086 7.30300
C34 4.49374 -1.65026 6.87641
H59 4.74170 1.16902 8.73216
H60 6.60875 0.00932 6.23391
H61 7.05519 -0.96841 7.65991
H62 6.71103 0.76821 7.84054
H63 3.66631 -1.35482 6.22594
H64 4.11062 -2.32711 7.64425
H65 5.25915 -2.15840 6.28830